Here is a single C4H8O2 molecule from the OMol25 dataset. Energies are from the ωB97M-V functional and the def2-TZVPD basis.

Last columns: bonded neighbours and bond lengths (Å).
Element x y z (Å)
1 C -2.306 -0.189 0.122  C2 1.505, H7 1.096, H8 1.097, H9 1.098
2 C -1.008 0.210 0.771  C1 1.505, C3 1.337, H10 1.085
3 C 0.157 0.207 0.114  C2 1.337, O4 1.365, O5 1.348
4 O 0.271 0.287 -1.243  C3 1.365, H11 0.965
5 O 1.341 0.105 0.750  C3 1.348, C6 1.420
6 C 2.499 -0.133 -0.038  O5 1.420, H12 1.092, H13 1.096, H14 1.093
7 H -3.119 0.542 0.195  C1 1.096
8 H -2.164 -0.450 -0.934  C1 1.097
9 H -2.653 -1.106 0.614  C1 1.098
10 H -0.965 0.306 1.850  C2 1.085
11 H -0.477 0.820 -1.538  O4 0.965
12 H 3.308 -0.291 0.678  C6 1.092
13 H 2.392 -1.030 -0.658  C6 1.096
14 H 2.723 0.721 -0.684  C6 1.093

**Relative energy (zero: lowest compared OMol25 entry of this formula, charge and spin)**: 1.842 eV
**SMILES**: C/C=C(\O)OC
**HOMO level**: -8.0 eV
**E**: -8371.4398 eV
**Largest force on an atom**: 0.35 eV Å⁻¹
**Lowest unoccupied orbital energy**: 0.7885 eV